[1]
Below is a structure of composition C3H3LiMgO4 in a non-equilibrium geometry, with properties calculated with the ωB97M-V functional and the def2-TZVPD basis.

Geometry as XYZ:
```
12
Properties=species:S:1:pos:R:3
O -1.685 -0.872 1.536
O 1.058 -0.756 -1.223
C 1.272 -0.469 -0.015
C -0.996 0.771 -0.432
O 0.744 -1.115 0.934
O 1.799 0.703 0.181
C -1.207 -0.482 0.388
H -1.451 0.864 -1.423
H -1.481 -1.197 -0.415
H -1.954 0.879 0.531
Li 3.402 -0.491 -0.202
Mg 0.499 2.165 0.139
```

## Properties
net charge = +1
F_max = 6.08 eV/A
energy above the lowest of the compared OMol25 structures with the same formula, charge and spin = 161.88 kcal per mole
M = 134.3 g mol⁻¹
2S+1 = 2
Kohn-Sham gap (spin up / spin down) = 6.6 / 5.7 eV

---

[2]
Below is a structure of composition C3H3LiNdO2 in a non-equilibrium geometry, with properties calculated with the ωB97M-V functional and the def2-TZVPD basis.

Geometry as XYZ:
```
10
Properties=species:S:1:pos:R:3
H 1.860 0.747 -2.555
O -0.489 -0.297 -0.289
C 0.570 0.440 -0.611
C 0.643 1.788 -0.623
C 0.865 0.410 -2.202
O 0.180 -0.336 -2.890
Li -1.090 -1.215 -1.851
Nd -2.059 -0.288 1.726
H 0.004 2.416 -0.002
H 1.688 1.642 -0.040
```

## Properties
net charge = +2
F_max = 5.33 eV/A
energy above the lowest of the compared OMol25 structures with the same formula, charge and spin = 0.00 kcal per mole
M = 222.2 g mol⁻¹
2S+1 = 5
Kohn-Sham gap (spin up / spin down) = 6.4 / 6.5 eV

---

[3]
Below is a structure of composition C3H3LiNiO2 in a non-equilibrium geometry, with properties calculated with the ωB97M-V functional and the def2-TZVPD basis.

Geometry as XYZ:
```
10
Properties=species:S:1:pos:R:3
H 2.146 1.147 1.427
O -0.854 -0.711 0.301
C -0.215 0.045 -0.550
C -0.276 0.100 -1.880
C 1.275 0.517 1.194
O 0.960 0.693 -0.024
Ni -0.125 -0.792 2.021
Li -2.363 -1.628 -0.319
H -0.978 -0.527 -2.429
H 0.143 0.986 -2.363
```

## Properties
net charge = +2
F_max = 2.61 eV/A
energy above the lowest of the compared OMol25 structures with the same formula, charge and spin = 0.00 kcal per mole
M = 136.7 g mol⁻¹
2S+1 = 3
Kohn-Sham gap (spin up / spin down) = 8.1 / 6.6 eV

---

[4]
Below is a structure of composition C3H3LiO2 in a non-equilibrium geometry, with properties calculated with the ωB97M-V functional and the def2-TZVPD basis.

Geometry as XYZ:
```
9
Properties=species:S:1:pos:R:3
O 2.059 0.349 -0.037
C 2.821 -0.465 -0.226
O -1.156 0.989 0.064
Li 0.510 1.711 0.366
C -1.672 -1.235 0.208
C -1.743 0.020 -0.453
H -1.943 -2.148 -0.320
H -1.285 -1.294 1.226
H -2.156 0.077 -1.474
```

## Properties
net charge = +1
F_max = 1.06 eV/A
energy above the lowest of the compared OMol25 structures with the same formula, charge and spin = 0.00 kcal per mole
M = 78.0 g mol⁻¹
2S+1 = 2
Kohn-Sham gap (spin up / spin down) = 10.7 / 9.1 eV

---

[5]
Below is a structure of composition C3H3LiO3Sc in a non-equilibrium geometry, with properties calculated with the ωB97M-V functional and the def2-TZVPD basis.

Geometry as XYZ:
```
11
Properties=species:S:1:pos:R:3
O -0.975 -0.133 -0.061
C 0.223 -0.189 0.216
C 0.017 -0.079 -2.862
O 0.704 0.027 1.352
O 1.183 -0.398 -0.766
C 1.125 0.009 -1.998
Sc -1.488 0.313 2.082
H 0.074 0.500 -3.786
H -0.838 -0.728 -2.673
H 2.051 0.492 -2.318
Li 2.583 0.081 1.867
```

## Properties
net charge = +4
F_max = 4.61 eV/A
M = 139.0 g mol⁻¹
2S+1 = 2
Kohn-Sham gap (spin up / spin down) = 5.1 / 7.4 eV

---

[6]
Below is a structure of composition C3H3LuO2 in a non-equilibrium geometry, with properties calculated with the ωB97M-V functional and the def2-TZVPD basis.

Geometry as XYZ:
```
9
Properties=species:S:1:pos:R:3
O -0.452 1.700 0.331
Lu -2.762 2.400 0.582
O -0.730 -1.203 -1.441
C -0.227 -0.457 -0.619
C -1.031 0.632 0.003
C 1.056 -0.726 0.147
H 1.795 0.046 -0.124
H 1.448 -1.715 -0.114
H 0.903 -0.676 1.235
```

## Properties
net charge = +1
F_max = 3.63 eV/A
energy above the lowest of the compared OMol25 structures with the same formula, charge and spin = 0.00 kcal per mole
M = 246.0 g mol⁻¹
2S+1 = 2
Kohn-Sham gap (spin up / spin down) = 7.4 / 5.9 eV

---

[7]
Below is a structure of composition C3H3LuO3 in a non-equilibrium geometry, with properties calculated with the ωB97M-V functional and the def2-TZVPD basis.

Geometry as XYZ:
```
10
Properties=species:S:1:pos:R:3
C 0.033 -0.400 -0.262
C -2.280 -0.378 0.190
O -1.220 -0.698 -0.635
O 0.298 0.814 -0.074
C -2.842 0.831 0.122
H -2.707 -1.221 0.734
H -3.254 0.948 1.171
H -2.373 1.663 -0.405
O 0.891 -1.301 -0.093
Lu 2.627 0.260 0.420
```

## Properties
net charge = +1
F_max = 3.83 eV/A
energy above the lowest of the compared OMol25 structures with the same formula, charge and spin = 11.46 kcal per mole
M = 262.0 g mol⁻¹
2S+1 = 2
Kohn-Sham gap (spin up / spin down) = 7.6 / 6.4 eV

---

[8]
Below is a structure of composition C3H3MgO3Rb in a non-equilibrium geometry, with properties calculated with the ωB97M-V functional and the def2-TZVPD basis.

Geometry as XYZ:
```
11
Properties=species:S:1:pos:R:3
C 0.087 -0.517 0.524
C -0.724 0.245 -0.478
O -2.004 -0.365 -0.612
O 1.196 -0.289 0.875
H -0.174 0.241 -1.432
H -0.811 1.285 -0.126
O -2.479 1.110 -2.206
C -2.844 0.128 -1.505
Rb 4.841 -1.405 3.439
Mg -4.379 0.639 -2.786
H 7.290 -1.071 4.307
```

## Properties
net charge = +1
F_max = 1.10 eV/A
energy above the lowest of the compared OMol25 structures with the same formula, charge and spin = 109.32 kcal per mole
M = 196.8 g mol⁻¹
2S+1 = 2
Kohn-Sham gap (spin up / spin down) = 1.0 / 1.0 eV

---

[9]
Below is a cluster of 2 separate species, C3H3N in total in a non-equilibrium geometry, with properties calculated with the ωB97M-V functional and the def2-TZVPD basis.

Geometry as XYZ:
```
7
Properties=species:S:1:pos:R:3
C -1.044 -0.548 1.105
C -1.173 0.395 0.391
C 1.894 0.751 -1.777
N 1.531 -0.018 -0.979
H -0.732 -0.979 1.956
H -1.462 0.857 -0.454
H 0.986 -0.458 -0.241
```

## Properties
F_max = 3.11 eV/A
energy above the lowest of the compared OMol25 structures with the same formula, charge and spin = 67.54 kcal per mole
M = 53.1 g mol⁻¹
2S+1 = 1
Kohn-Sham gap = 12.3 eV

---

[10]
Below is the molecule C3H3N in a non-equilibrium geometry, with properties calculated with the ωB97M-V functional and the def2-TZVPD basis.

Geometry as XYZ:
```
7
Properties=species:S:1:pos:R:3
C 0.130 1.269 0.933
C -0.034 -0.221 -0.110
C 0.081 -1.296 -0.936
N -1.096 -1.190 -0.405
H -0.792 1.577 1.348
H 1.065 1.750 0.788
H 0.646 -1.889 -1.617
```

## Properties
F_max = 8.07 eV/A
energy above the lowest of the compared OMol25 structures with the same formula, charge and spin = 126.71 kcal per mole
M = 53.1 g mol⁻¹
2S+1 = 1
Kohn-Sham gap (spin up / spin down) = 7.6 / 7.7 eV